Entry 1:
{"formula": "C18H31CuNO6Si", "method": "ωB97M-V/def2-TZVPD", "gap_ha": 0.2687, "energy_ev": -85471.1608, "total_charge": -1, "symbols": ["Cu", "O", "C", "O", "C", "C", "C", "C", "C", "N", "H", "H", "H", "H", "C", "C", "C", "C", "O", "Si", "O", "O", "C", "C", "C", "C", "O", "C", "C", "C", "C", "H", "H", "H", "H", "H", "H", "H", "H", "H", "H", "H", "H", "H", "H", "H", "H", "H", "H", "H", "H", "H", "H", "H", "H", "H", "H", "H"], "positions_angstrom": [[0.16469, -0.01693, -0.26799], [3.62315, 0.09751, 1.89409], [2.54488, -0.08226, 1.32578], [1.99845, 0.60757, 0.42202], [1.75355, -1.33088, 1.75765], [2.22899, -2.16788, 2.75940], [1.48006, -3.27243, 3.11924], [0.27772, -3.51180, 2.46617], [-0.12181, -2.62986, 1.47847], [0.60015, -1.56343, 1.13235], [3.17286, -1.91591, 3.22089], [1.82315, -3.94112, 3.89959], [-0.34288, -4.36236, 2.71450], [-1.05127, -2.77138, 0.94031], [-2.95796, -2.35513, -1.22926], [-3.88591, -1.32477, -0.58831], [-5.31964, -1.84386, -0.57349], [-3.43200, -1.01380, 0.83760], [-3.90407, -0.15398, -1.39278], [-2.73037, 1.01973, -1.44792], [-1.25667, 0.46373, -1.40334], [-3.15464, 2.05228, -0.22832], [-2.37924, 3.09984, 0.34755], [-1.40811, 3.70314, -0.66375], [-3.38104, 4.15598, 0.80310], [-1.61846, 2.54367, 1.54781], [-3.06582, 1.85472, -2.83785], [-2.55557, 1.56364, -4.13426], [-2.61786, 0.06492, -4.42359], [-3.44714, 2.32158, -5.11173], [-1.11558, 2.06167, -4.22909], [-2.95909, -3.28893, -0.65894], [-1.94369, -1.95480, -1.27824], [-3.29263, -2.57130, -2.24610], [-5.39366, -2.77351, -0.00392], [-5.65582, -2.02761, -1.59535], [-5.97840, -1.09936, -0.12375], [-3.49931, -1.90897, 1.46227], [-4.05976, -0.23230, 1.26798], [-2.39765, -0.66223, 0.84413], [-1.95463, 4.06983, -1.53442], [-0.68629, 2.95354, -0.99318], [-0.86224, 4.53330, -0.20999], [-3.93600, 4.53434, -0.05699], [-2.87300, 4.98992, 1.29292], [-4.09182, 3.71451, 1.50395], [-0.89172, 1.79680, 1.22190], [-2.31733, 2.07428, 2.24338], [-1.07825, 3.33678, 2.07012], [-3.63837, -0.29912, -4.29170], [-1.96291, -0.47767, -3.73975], [-2.29759, -0.13537, -5.44920], [-4.47571, 1.96644, -5.02899], [-3.10520, 2.18330, -6.14018], [-3.43147, 3.38685, -4.87515], [-0.50051, 1.54288, -3.49320], [-1.08021, 3.13319, -4.02100], [-0.71014, 1.88609, -5.22904]]}


Entry 2:
{"formula": "C18H31F4NO16", "method": "ωB97M-V/def2-TZVPD", "gap_ha": 0.2861, "energy_ev": -64276.1088, "symbols": ["N", "H", "H", "H", "H", "O", "H", "C", "C", "O", "C", "O", "O", "F", "H", "H", "H", "C", "C", "O", "C", "O", "O", "F", "H", "H", "H", "C", "C", "O", "C", "O", "O", "F", "H", "H", "H", "C", "C", "O", "C", "O", "O", "F", "H", "H", "H", "C", "O", "C", "C", "O", "C", "C", "O", "C", "H", "H", "H", "H", "H", "H", "H", "H", "H", "H", "H", "H", "H", "H"], "positions_angstrom": [[-3.87764, -2.39655, -0.35682], [-4.49628, -2.77752, 0.39533], [-4.06901, -1.28999, -0.71171], [-3.89494, -3.01993, -1.03205], [-3.01333, -2.48984, 0.05380], [-1.84134, -0.89318, -1.52223], [-1.26171, -0.34205, -1.77158], [-2.28971, 1.04092, 1.33765], [-3.80487, 1.38209, 1.27658], [-4.33878, 1.02027, 2.53423], [-3.32417, 0.96788, 3.40333], [-3.45582, 0.80900, 4.59651], [-2.04917, 0.95189, 2.75908], [-4.32331, 0.63482, 0.29376], [-1.71173, 1.87787, 0.93442], [-2.03337, 0.23727, 0.56505], [-3.73783, 2.33320, 0.85540], [-0.97197, -2.21809, -4.48396], [-2.54372, -2.29993, -4.21494], [-2.71008, -3.68823, -4.08609], [-1.60989, -4.36891, -4.29063], [-1.54668, -5.57571, -4.09999], [-0.60387, -3.52664, -4.61209], [-3.15406, -2.06346, -5.43863], [-0.65360, -1.90370, -3.58918], [-0.49963, -1.55599, -5.25778], [-2.88026, -1.68553, -3.37148], [2.15166, -3.49115, -2.33772], [1.07976, -3.83715, -1.32648], [1.94038, -3.77053, -0.19246], [3.16793, -3.74842, -0.46029], [4.03738, -3.83299, 0.35719], [3.40704, -3.59401, -1.70555], [0.59010, -5.02919, -1.58386], [2.20716, -2.49606, -2.83274], [2.04801, -4.12473, -3.30951], [0.11310, -3.07161, -1.39097], [-3.26654, 2.27053, -2.77613], [-2.03679, 1.92834, -3.47673], [-1.04355, 2.84069, -3.04561], [-1.52060, 3.37804, -1.94189], [-0.96536, 4.26808, -1.20953], [-2.84236, 3.15177, -1.75605], [-2.12924, 1.98653, -4.87002], [-3.77041, 1.57085, -2.18426], [-3.95526, 2.87963, -3.22273], [-1.62417, 0.87469, -3.26627], [4.76674, 5.13887, 4.99805], [3.95560, 4.00475, 4.73329], [4.63900, 3.06109, 3.93284], [4.13590, 1.64207, 4.19258], [2.93931, 1.48181, 3.84499], [2.43804, 0.20377, 3.70397], [2.26352, -0.02565, 2.17261], [1.51386, 1.11290, 1.61390], [1.03688, 0.72552, 0.33451], [5.56409, 5.18429, 5.41410], [3.94173, 5.49249, 5.54120], [4.93104, 5.50397, 4.02770], [5.54332, 3.06046, 4.07533], [4.53341, 3.46280, 2.95662], [4.31600, 1.32818, 5.35012], [4.81753, 0.91286, 3.67796], [1.34631, 0.22044, 4.02295], [3.01869, -0.71308, 4.23733], [1.67568, -0.95055, 1.95554], [3.10442, -0.18867, 1.71013], [1.87270, 0.38801, -0.33920], [0.49563, 1.55679, -0.09412], [0.25918, 0.08358, 0.30323]]}


Entry 3:
{"formula": "C18H31F6N2NiO6S4Si4", "method": "ωB97M-V/def2-TZVPD", "gap_ha": [0.2107, 0.2640], "spin_multiplicity": 3, "energy_ev": -166635.3374, "total_charge": -1, "symbols": ["Ni", "F", "C", "F", "F", "S", "O", "O", "N", "S", "O", "O", "C", "F", "F", "F", "O", "S", "O", "N", "C", "S", "C", "C", "C", "C", "C", "C", "H", "H", "H", "H", "C", "Si", "C", "C", "Si", "Si", "C", "C", "C", "Si", "C", "C", "C", "H", "H", "H", "H", "H", "H", "H", "H", "H", "H", "H", "H", "H", "H", "H", "H", "H", "H", "H", "H", "H", "H", "H", "H", "H", "H", "H"], "positions_angstrom": [[0.83210, 0.82143, -0.38315], [3.30744, 2.97833, 3.26269], [2.68557, 1.83676, 3.50846], [3.54988, 0.93089, 3.92496], [1.79239, 2.02323, 4.47588], [1.74658, 1.25798, 1.99691], [0.48914, 2.21952, 2.22984], [1.28617, -0.06366, 2.29531], [2.10087, 2.24615, 0.66543], [0.78918, 3.27391, 0.77122], [-0.57539, 2.78353, 0.16268], [0.76405, 4.51725, 1.49921], [1.26667, 4.02131, -0.88535], [0.34708, 4.95884, -1.20853], [2.45148, 4.63491, -0.78783], [1.32135, 3.15123, -1.90330], [4.78017, 0.91622, -0.62475], [3.88697, 0.01326, 0.04464], [3.60842, 0.50375, 1.44491], [2.51738, -0.31892, -0.69926], [2.34253, -1.69330, -0.80411], [0.91841, -2.37717, -1.52611], [3.43728, -2.45183, -0.32832], [3.65880, -3.84551, -0.29709], [4.85160, -4.31726, 0.19558], [5.86240, -3.45298, 0.66701], [5.66249, -2.08406, 0.65336], [4.45334, -1.61616, 0.16803], [2.89603, -4.52550, -0.65355], [5.02311, -5.38683, 0.22133], [6.79155, -3.86266, 1.04030], [6.41857, -1.39816, 1.01317], [-1.10996, -0.17754, -4.16324], [-1.94496, -1.15980, -2.78887], [-3.69116, -0.47409, -2.59098], [-2.13276, -2.94021, -3.37966], [-0.62940, -0.93446, -0.87919], [-1.59501, -2.17890, 0.88386], [-3.31540, -2.85419, 0.48930], [-1.75727, -1.22028, 2.51085], [-0.50584, -3.65437, 1.29548], [-2.21377, 3.29218, 0.41778], [-2.64931, 4.26724, -1.09454], [-3.20555, 1.74561, 0.50894], [-2.29625, 4.28193, 1.97590], [-1.37791, -0.56059, -5.15244], [-0.02291, -0.21225, -4.06926], [-1.41221, 0.87159, -4.10820], [-4.24005, -0.58496, -3.53179], [-3.68246, 0.59007, -2.34051], [-4.24653, -1.00148, -1.81305], [-2.51532, -2.94216, -4.40561], [-2.83908, -3.49376, -2.75735], [-1.18583, -3.48261, -3.37645], [-4.04170, -2.03999, 0.41622], [-3.65873, -3.53527, 1.27445], [-3.32824, -3.39785, -0.45709], [-2.80400, -0.99627, 2.73114], [-1.18265, -0.29440, 2.51844], [-1.37087, -1.84224, 3.32338], [-0.35609, -4.31837, 0.44375], [-0.97373, -4.21641, 2.11068], [0.48072, -3.31970, 1.62604], [-3.73481, 4.35648, -1.18467], [-2.27981, 3.75280, -1.98461], [-2.21563, 5.26670, -1.07621], [-2.96640, 1.06294, -0.31117], [-4.26884, 1.99451, 0.44095], [-3.02975, 1.22630, 1.44727], [-1.87164, 5.27760, 1.85339], [-1.74933, 3.78195, 2.77688], [-3.34315, 4.36975, 2.28060]]}


Entry 4:
{"formula": "C18H31N2O10SiTl", "method": "ωB97M-V/def2-TZVPD", "gap_ha": 0.1880, "energy_ev": -55204.4962, "total_charge": -2, "symbols": ["Tl", "O", "C", "C", "O", "C", "C", "O", "C", "O", "O", "N", "C", "N", "O", "H", "H", "H", "H", "C", "C", "C", "C", "O", "Si", "O", "O", "C", "C", "C", "C", "O", "C", "C", "C", "C", "H", "H", "H", "H", "H", "H", "H", "H", "H", "H", "H", "H", "H", "H", "H", "H", "H", "H", "H", "H", "H", "H", "H", "H", "H", "H", "H"], "positions_angstrom": [[1.15119, 1.79468, -2.26617], [-3.53752, 6.13612, -0.79758], [-2.63286, 5.44507, -1.22614], [-1.17505, 5.56222, -0.86911], [-0.64265, 6.51411, -0.31694], [-0.54892, 4.30738, -1.31485], [-1.47582, 3.58618, -2.14507], [-1.19518, 2.49638, -2.72440], [-2.75876, 4.29985, -2.19220], [-3.74487, 4.02715, -2.86455], [0.61516, 3.90611, -1.04484], [6.17735, 0.46231, -1.37980], [4.88840, 1.00367, -1.40956], [4.01944, 0.39946, -0.54431], [4.61206, 1.91928, -2.16413], [6.46663, -0.00477, -0.53694], [6.86283, 1.08036, -1.77827], [4.25731, -0.49910, -0.16547], [3.02230, 0.53971, -0.68079], [-3.39937, 1.19481, -0.27021], [-2.39587, 0.71797, 0.77024], [-1.43511, 1.84660, 1.13274], [-3.10749, 0.21542, 2.02340], [-1.70196, -0.39689, 0.18837], [-0.10351, -0.79858, 0.28926], [0.91830, 0.14625, -0.43504], [-0.06085, -2.37152, -0.29754], [-0.59779, -2.84287, -1.52613], [-0.49376, -1.78996, -2.63191], [-2.05767, -3.24270, -1.31306], [0.22638, -4.07008, -1.90470], [0.14392, -1.01741, 1.93749], [1.24192, -1.58962, 2.62359], [1.26957, -0.94171, 4.00337], [1.00795, -3.09570, 2.75259], [2.57096, -1.32649, 1.91328], [-4.02513, 1.99939, 0.12683], [-4.03977, 0.36034, -0.57340], [-2.87677, 1.57134, -1.15327], [-1.99208, 2.72248, 1.47287], [-0.83841, 2.13030, 0.26864], [-0.74825, 1.52986, 1.92543], [-3.59247, 1.04524, 2.54556], [-2.37896, -0.25384, 2.68937], [-3.86469, -0.52747, 1.75523], [-1.13661, -0.93033, -2.41685], [-0.79166, -2.21815, -3.59297], [0.53394, -1.42485, -2.70179], [-2.61322, -2.38508, -0.93006], [-2.11893, -4.05411, -0.58153], [-2.50850, -3.57499, -2.25381], [1.27509, -3.78542, -2.02737], [-0.13440, -4.51180, -2.83925], [0.16129, -4.81843, -1.10924], [0.29645, -1.06891, 4.48489], [1.46325, 0.12966, 3.90270], [2.04417, -1.38814, 4.63589], [0.12601, -3.28669, 3.37075], [1.87477, -3.58848, 3.20607], [0.82957, -3.51380, 1.75964], [2.67700, -0.25531, 1.73463], [2.58996, -1.82772, 0.93943], [3.40168, -1.68878, 2.52698]]}